Entry 1:
{"formula": "C3H3FO2", "method": "wB97M-V/def2-TZVPD", "max_force_ev_per_a": 4.79, "e_above_lowest_kcal_mol": 114.7, "energy_ha": -366.2653, "homo_ev": -10.139, "elements": ["C", "C", "C", "O", "O", "F", "H", "H", "H"], "positions_angstrom": [[-1.306748, 0.648513, 0.374056], [-0.794433, -0.439006, -0.278417], [0.663180, -0.676947, -0.393659], [1.372959, -1.421160, -0.868491], [1.577637, 0.611826, 0.538664], [2.885955, 0.378169, 0.229455], [-2.368717, 0.736496, 0.534289], [-0.669539, 1.304644, 0.816135], [-1.360294, -1.142537, -0.952032]], "forces_ev_per_angstrom": [[-0.551, -4.066, -1.852], [-0.468, 1.101, -0.424], [-0.010, 3.965, 2.679], [1.194, -1.965, -1.337], [-3.390, -1.293, -0.828], [1.291, -0.480, -0.453], [-0.137, 0.207, -0.341], [1.703, 1.828, 1.317], [0.369, 0.703, 1.240]]}


Entry 2:
{"formula": "C3H3FO3S", "method": "wB97M-V/def2-TZVPD", "max_force_ev_per_a": 4.01, "e_above_lowest_kcal_mol": 49.0, "energy_ha": -839.8048, "homo_ev": -10.048, "elements": ["C", "C", "C", "O", "O", "O", "F", "S", "H", "H", "H"], "positions_angstrom": [[0.107748, 0.163530, -0.186024], [-0.684134, -1.107423, -0.399592], [-1.447776, -1.670720, 0.483775], [-2.304155, -2.232348, 1.083206], [1.293415, -0.131869, 0.512474], [3.385237, -1.080209, 0.943442], [3.132435, 0.669008, -0.956703], [2.559546, -0.798370, -0.151170], [0.336256, 0.834124, -1.172749], [-0.491661, 0.879422, 0.456375], [-0.661807, -1.336868, -1.395239]], "forces_ev_per_angstrom": [[-1.169, 2.283, -0.984], [1.175, 2.474, 0.980], [-3.443, -1.958, 0.599], [2.577, 1.404, -0.802], [0.641, 0.661, 1.000], [1.371, -0.125, 1.282], [-0.658, -1.685, 1.167], [-0.523, 1.525, -2.698], [-0.542, -2.122, 2.087], [1.030, -0.800, -0.461], [-0.460, -1.657, -2.171]]}


Entry 3:
{"formula": "C3H3FOS", "method": "wB97M-V/def2-TZVPD", "smiles": "C=C(F)C(=O)S", "max_force_ev_per_a": 3.50, "e_above_lowest_kcal_mol": 14.6, "energy_ha": -689.3587, "homo_ev": -10.341, "elements": ["C", "C", "C", "H", "H", "H", "O", "F", "S"], "positions_angstrom": [[-0.703031, -0.793523, -0.036005], [0.315805, 0.363720, -0.001603], [1.245175, 0.451710, 0.898076], [-1.276100, 0.168460, -1.926922], [1.018234, -0.325466, 1.646700], [1.790250, 1.405671, 0.945484], [-0.725837, -1.627968, 0.887722], [0.333460, 1.176703, -1.080051], [-1.997957, -0.819307, -1.333400]], "forces_ev_per_angstrom": [[-0.891, -1.701, 2.250], [-0.807, -1.229, -2.080], [-0.723, 0.317, 1.580], [-0.761, -0.300, -0.303], [1.105, 0.723, 0.194], [0.343, -1.029, 0.262], [0.283, 2.307, -2.611], [-0.551, 0.150, -0.042], [2.003, 0.762, 0.748]]}


Entry 4:
{"formula": "C3H3FS", "method": "wB97M-V/def2-TZVPD", "max_force_ev_per_a": 4.98, "e_above_lowest_kcal_mol": 71.9, "energy_ha": -613.9970, "homo_ev": [-8.933, -8.935], "elements": ["C", "C", "C", "F", "S", "H", "H", "H"], "positions_angstrom": [[0.532445, -1.104828, -0.393191], [0.164122, 0.209180, -0.394838], [-1.030554, 0.698435, 0.046746], [0.281774, 1.424373, 1.899489], [-2.374272, 1.174396, 0.563048], [1.482906, -1.425340, -0.863810], [0.130845, -1.818084, 0.153847], [0.812734, 0.841867, -1.011291]], "forces_ev_per_angstrom": [[2.528, 3.796, -2.002], [2.049, -2.038, -2.046], [-0.943, 1.196, 2.928], [-0.682, -0.440, -1.238], [0.728, -0.374, -0.747], [-0.709, 0.630, 0.159], [-2.494, -3.085, 2.427], [-0.477, 0.315, 0.517]]}


Entry 5:
{"formula": "C3H3FS", "method": "wB97M-V/def2-TZVPD", "max_force_ev_per_a": 5.18, "e_above_lowest_kcal_mol": 34.7, "energy_ha": -614.0562, "homo_ev": -9.936, "elements": ["C", "C", "C", "F", "S", "H", "H", "H"], "positions_angstrom": [[-1.009331, 0.021681, -0.652843], [-0.257588, 0.397000, 0.419784], [0.985259, -0.098351, 0.701791], [1.123785, -1.644802, -0.204991], [2.416436, 0.269842, 1.198596], [-1.869999, 0.703094, -1.049962], [-0.872296, -0.973136, -1.213679], [-0.516266, 1.324673, 0.801304]], "forces_ev_per_angstrom": [[-1.000, -0.693, -0.807], [-2.660, -0.438, -2.943], [3.283, -3.686, -1.576], [-0.661, 2.514, 1.573], [-0.585, 0.139, 0.420], [1.676, -1.323, 1.087], [0.119, 1.840, 1.056], [-0.172, 1.647, 1.191]]}


Entry 6:
{"formula": "C3H3HoO2", "method": "wB97M-V/def2-TZVPD", "max_force_ev_per_a": 4.84, "spin_multiplicity": 6, "e_above_lowest_kcal_mol": 36.3, "energy_ha": -1214.1794, "s2": 8.76, "homo_ev": [-12.365, -12.439], "total_charge": 1, "elements": ["C", "C", "H", "H", "H", "O", "C", "O", "Ho"], "positions_angstrom": [[-0.812776, 1.006744, 0.423717], [-0.817747, -0.335258, -0.240638], [-1.059658, -1.168130, 0.449515], [-1.744933, 1.186838, 0.979706], [-1.493857, -0.439071, -1.109803], [2.472974, -0.356296, 0.275707], [1.447876, -1.065919, 0.305851], [0.545238, -0.551000, -0.712147], [1.462887, 1.722096, -0.371912]], "forces_ev_per_angstrom": [[1.347, 0.243, -0.940], [0.005, -0.392, 0.404], [0.072, 0.391, -0.165], [0.514, 0.423, -0.135], [0.267, 0.212, 0.291], [-0.216, 1.927, -0.499], [-0.036, -0.518, 0.457], [0.371, 1.757, -0.713], [-2.324, -4.042, 1.300]]}